Model P:
A 2-piece molecular cluster, C2H7N4S overall, computed with ωB97M-V with the def2-TZVPD basis set.

As for the gap between HOMO and LUMO (alpha / beta): 0.333 / 0.333 hartree. The HOMO energy (alpha / beta) comes out at -12.50 / -12.50 eV.

```
! RIJCOSX wB97M-V def2-TZVPD def2/J DEFGRID3
* xyz 1 1
C 1.537 -0.203 -0.990
C 1.384 -1.516 -0.659
N 0.348 -0.765 -1.193
N 1.706 -2.605 -0.115
N -0.848 -0.556 0.298
N -1.524 2.219 0.170
S -0.889 1.034 1.205
H 2.144 0.632 -0.741
H 2.748 -2.723 0.004
H 1.252 -3.534 -0.184
H -1.860 -0.879 -0.001
H -0.372 -1.215 0.894
H -2.324 2.656 0.569
H -0.903 2.943 -0.019
*
```

***

Model Q:
C2H7N4S as an isolated structure, computed with ωB97M-V with the def2-TZVPD basis set.

As for the gap between HOMO and LUMO: 0.218 hartree. The HOMO energy comes out at -11.94 eV.

```
! RIJCOSX wB97M-V def2-TZVPD def2/J DEFGRID3
* xyz 1 1
C 0.728 0.008 0.220
C 1.883 -2.059 -0.283
N -0.476 -0.408 0.169
N 1.930 -0.814 0.013
N 3.085 0.024 -0.046
N -3.741 0.051 -0.219
S -1.763 -1.190 -0.050
H 0.968 1.023 0.393
H 2.619 -2.707 -0.430
H 3.054 0.868 0.502
H 3.965 -0.326 0.010
H -4.164 0.561 0.495
H -4.509 -0.472 -0.707
H -3.204 0.584 -0.842
*
```

***

model P takes first place; second place is 0.0616 hartree up.

***

Model P:
CH3Cl2NO2S as an isolated structure, computed with ωB97M-V with the def2-TZVPD basis set.

As for the gap between HOMO and LUMO (alpha / beta): 0.277 / 0.309 hartree. The HOMO energy (alpha / beta) comes out at -9.29 / -10.20 eV.

```
! RIJCOSX wB97M-V def2-TZVPD def2/J DEFGRID3
* xyz 0 1
C 0.947 1.158 -0.530
N -1.783 -1.745 -0.056
O 0.291 0.182 1.951
O 1.787 -1.116 0.464
S 0.633 -0.303 0.631
Cl -2.961 -1.537 1.090
Cl -2.259 -0.825 -1.381
H 1.678 1.735 -0.044
H 1.650 0.914 -1.402
H 0.018 1.538 -0.722
*
```

***

Model Q:
CH3Cl2NO2S as an isolated structure, computed with ωB97M-V with the def2-TZVPD basis set.

As for the gap between HOMO and LUMO (alpha / beta): 0.298 / 0.298 hartree. The HOMO energy (alpha / beta) comes out at -9.41 / -9.41 eV.

```
! RIJCOSX wB97M-V def2-TZVPD def2/J DEFGRID3
* xyz 0 1
C -1.494 -0.408 -0.095
N 1.590 0.084 1.190
O 0.054 1.523 -0.915
O 0.638 -0.782 -1.606
S 0.145 0.149 -0.641
Cl 2.827 -0.730 0.400
Cl 1.935 1.733 1.354
H -2.276 -0.029 -0.740
H -1.607 -1.486 0.126
H -1.814 -0.054 0.928
*
```

***

model Q takes first place; second place is 0.0290 hartree up.

***

Model P:
A 2-piece molecular cluster, CH7N2 overall, computed with ωB97M-V with the def2-TZVPD basis set.

As for the gap between HOMO and LUMO: 0.364 hartree. The HOMO energy comes out at -15.58 eV.

```
! RIJCOSX wB97M-V def2-TZVPD def2/J DEFGRID3
* xyz 1 1
N -1.875 0.443 0.528
H -2.696 0.082 0.134
H -2.059 0.164 1.455
H 0.027 0.273 -0.109
H -1.918 1.456 0.665
C 1.957 -0.738 -0.389
N 0.890 -0.130 -0.537
H 2.920 -0.395 -0.795
H 1.972 -1.438 0.511
H 0.783 0.283 -1.462
*
```

***

Model Q:
A 2-piece molecular cluster, CH7N2 overall, computed with ωB97M-V with the def2-TZVPD basis set.

As for the gap between HOMO and LUMO: 0.406 hartree. The HOMO energy comes out at -16.25 eV.

```
! RIJCOSX wB97M-V def2-TZVPD def2/J DEFGRID3
* xyz 1 1
N 1.488 -0.170 0.869
H 2.075 0.631 1.088
H 1.201 -0.455 1.815
H 0.070 -0.217 -0.163
H 2.212 -0.892 0.780
C -1.713 0.462 -0.617
N -0.661 -0.190 -0.934
H -2.584 0.436 -1.264
H -1.512 1.187 0.173
H -0.577 -0.792 -1.748
*
```

***

model Q takes first place; second place is 0.0438 hartree up.